[1]
{"formula": "H18O9", "method": "the ωB97M-V functional and the def2-TZVPD basis", "homo_lumo_gap_ha": 0.3039, "relative_energy_kj_mol": 1107.0, "elements": ["O", "H", "H", "O", "H", "H", "O", "H", "H", "O", "H", "H", "O", "H", "H", "O", "H", "H", "O", "H", "H", "O", "H", "H", "O", "H", "H"], "coordinates": [[-1.3550, 0.0441, -1.8195], [-0.5199, -0.4184, -1.7496], [-1.1789, 0.7680, -2.4205], [1.8330, -0.1162, 1.8051], [1.2240, -0.1668, 2.5419], [2.6963, -0.0423, 2.2120], [1.6801, -2.0560, 0.7629], [0.8850, -1.8062, 1.2337], [2.2721, -2.3751, 1.4440], [-0.0380, 0.4437, 0.0971], [0.6021, 0.0330, 0.6785], [-0.5777, -0.2820, -0.2164], [-0.9217, -1.3543, -0.2002], [-0.6042, -2.2072, -0.4968], [-1.8636, -1.3767, -0.3694], [0.1280, 2.7195, -0.0080], [-0.4067, 3.3349, -0.5096], [-0.2498, 1.8613, -0.2003], [1.4170, 0.8439, -1.8289], [0.6763, 0.5020, -1.3281], [1.7207, 0.0988, -2.3472], [-0.2559, -1.2447, 1.9237], [-0.9502, -0.6321, 2.1662], [-0.3867, -1.3975, 0.9879], [-1.9214, 1.6285, -0.3966], [-2.3001, 2.2710, -0.9966], [-1.6047, 0.9266, -0.9652]], "forces_ev_per_angstrom": [[-0.2, -2.3, -5.2], [0.0, 0.0, -1.1], [0.2, 0.2, -0.9], [1.3, 2.2, 1.9], [-0.1, 0.1, 0.2], [0.4, 0.4, -0.2], [0.4, -3.0, -2.4], [1.6, -0.4, 0.7], [0.0, 0.0, -0.1], [2.4, 2.0, 1.4], [1.0, 0.9, 0.1], [1.4, 3.2, 0.7], [-4.4, -9.5, -2.8], [0.5, -0.9, -0.5], [-0.9, 0.0, 0.1], [1.6, 3.0, 0.0], [0.1, 0.3, 0.2], [0.3, 0.5, 0.7], [0.8, 0.1, -1.9], [0.5, 0.6, 1.3], [0.5, -0.1, -0.3], [-1.4, -0.6, 4.4], [-0.2, 0.3, 0.1], [-1.2, 0.1, 1.0], [-3.7, 2.4, 1.5], [-0.5, 0.3, 0.1], [-0.7, 0.4, 1.0]]}

---

[2]
{"formula": "C9H14NO", "method": "the ωB97M-V functional and the def2-TZVPD basis", "homo_lumo_gap_ha": 0.2718, "charge": 1, "relative_energy_kj_mol": 467.2, "elements": ["C", "C", "C", "C", "C", "C", "C", "C", "C", "N", "O", "H", "H", "H", "H", "H", "H", "H", "H", "H", "H", "H", "H", "H", "H"], "coordinates": [[0.7751, 1.6781, 0.6223], [1.0032, -0.8064, 1.2760], [1.0698, 0.0548, -1.1891], [-1.2633, 0.3754, 1.0841], [0.2319, 0.5458, 1.5524], [0.1778, 1.1544, -0.6789], [1.0014, -1.1690, -0.2138], [-1.1305, 0.5029, -0.3597], [-1.9229, -0.0870, -1.3469], [0.0397, -2.0711, -0.7133], [-0.6494, -2.7471, -0.0045], [0.3834, 2.7898, 0.7674], [1.9155, 1.6460, 0.6860], [1.9884, -0.6254, 1.6090], [0.6952, -1.7067, 1.7495], [0.7069, -0.4355, -2.2186], [2.1176, 0.4139, -1.4143], [-1.5708, -0.6370, 1.3937], [-1.8863, 1.1573, 1.3604], [0.2292, 0.6208, 2.7086], [0.2470, 1.8857, -1.4951], [1.9704, -1.6998, -0.3495], [-2.9789, -0.4402, -1.2326], [-1.3631, -1.0160, -1.4543], [-1.7872, 0.6164, -2.1387]], "forces_ev_per_angstrom": [[0.1, 0.9, 1.4], [-1.0, 1.6, -1.4], [0.4, -3.3, -2.5], [3.1, -2.5, -0.5], [-0.9, -0.6, 2.3], [0.7, 1.3, -1.0], [3.3, 1.6, 1.0], [0.6, 0.6, 1.5], [-1.9, 0.6, -0.5], [-1.6, -1.7, -1.7], [0.7, 0.4, 0.8], [0.8, -2.5, 0.3], [-1.6, 0.4, -0.5], [1.3, 0.1, 0.2], [-0.9, -0.4, 1.1], [0.6, 1.4, 2.0], [-1.2, -0.3, 0.7], [-0.9, 0.5, -0.1], [-1.5, 1.6, 1.1], [0.2, 0.6, -2.0], [-0.9, 0.1, 0.2], [-0.6, -0.2, -0.3], [0.9, 0.6, 0.6], [0.5, -0.5, -1.0], [-0.2, -0.4, -1.7]]}

---

[3]
{"formula": "C5H6F2", "method": "the ωB97M-V functional and the def2-TZVPD basis", "homo_lumo_gap_ha": 0.3776, "relative_energy_kj_mol": 208.4, "smiles": "C/C=C1\\CC1(F)F", "elements": ["C", "C", "C", "C", "C", "F", "F", "H", "H", "H", "H", "H", "H"], "coordinates": [[-1.1171, 0.8738, 0.2509], [0.3701, 1.1064, 0.4198], [1.2868, 0.1545, 0.0918], [1.4192, -1.2096, -0.5782], [2.7650, -0.7837, 0.0187], [3.8360, -0.4184, -0.6108], [3.0777, -1.3911, 1.2310], [-1.4989, -0.1264, 0.3209], [-1.5637, 1.4267, -0.6544], [-1.6344, 1.2432, 1.1286], [0.6312, 2.0142, 0.9356], [1.1664, -1.1314, -1.6542], [1.0005, -2.0566, -0.0052]], "forces_ev_per_angstrom": [[-0.7, 1.4, -0.8], [1.1, -2.6, -0.5], [1.7, -1.0, 0.4], [-0.2, 0.7, 0.7], [-4.7, 1.9, 1.9], [0.8, 0.0, -0.6], [-0.2, 0.6, -1.7], [0.5, -1.0, -0.8], [0.7, -0.9, 1.3], [0.0, 0.9, 0.2], [0.4, 0.2, 0.0], [0.7, -0.6, 0.6], [0.0, 0.3, -0.7]]}

---

[4]
{"formula": "C8H13N2OP", "method": "the ωB97M-V functional and the def2-TZVPD basis", "homo_lumo_gap_ha": 0.3261, "relative_energy_kj_mol": 187.8, "smiles": "CP(C)(=O)N(N)c1ccccc1", "elements": ["C", "P", "C", "O", "N", "N", "C", "C", "C", "C", "C", "C", "H", "H", "H", "H", "H", "H", "H", "H", "H", "H", "H", "H", "H"], "coordinates": [[1.6153, -1.2044, 1.3873], [1.9484, -0.2330, -0.1413], [1.8623, -1.1143, -1.7449], [3.1816, 0.4894, 0.0862], [0.6970, 0.9668, -0.1764], [1.2113, 2.3985, -0.1654], [-0.6657, 0.6530, -0.1005], [-1.0093, -0.7128, -0.1723], [-2.3487, -1.0707, 0.1332], [-3.3312, -0.1777, 0.4480], [-3.0562, 1.1563, 0.1864], [-1.7371, 1.5840, -0.0292], [2.1643, -0.6700, 2.1305], [0.4938, -1.2947, 1.6056], [2.0482, -2.1321, 1.2484], [1.2729, -0.5815, -2.3825], [2.9315, -1.2823, -2.0769], [1.4158, -2.0674, -1.5449], [1.5013, 2.5608, 0.7675], [2.0681, 2.2940, -0.5672], [-0.2248, -1.5166, -0.4710], [-2.6445, -2.1594, 0.4230], [-4.3374, -0.4915, 0.7078], [-3.6893, 2.0370, 0.3375], [-1.3679, 2.5688, 0.1110]], "forces_ev_per_angstrom": [[-2.7, 1.2, -1.2], [-2.1, 0.4, 0.8], [2.8, -1.5, 2.6], [2.4, 1.0, -0.2], [0.6, 1.1, 0.0], [-4.1, -1.9, 0.5], [-0.3, -0.4, -0.9], [-0.2, -1.1, -0.4], [0.9, -3.0, 1.3], [-0.9, 1.1, -1.1], [1.5, 2.0, 0.7], [1.2, -1.7, 0.7], [0.2, 0.4, 0.6], [1.8, 0.1, -0.1], [0.8, -2.2, 0.0], [-1.4, 1.5, -2.0], [-1.3, 0.4, 0.2], [-0.2, -0.7, -0.2], [-0.1, 0.2, 1.5], [2.9, -0.3, -2.1], [-1.9, 1.5, 0.8], [1.0, 1.7, -1.2], [0.2, -0.1, 0.1], [-0.6, -0.9, 0.0], [-0.5, 1.1, -0.4]]}

---

[5]
{"formula": "C19H27N3O3", "method": "the ωB97M-V functional and the def2-TZVPD basis", "homo_lumo_gap_ha": 0.3374, "relative_energy_kj_mol": 230.9, "smiles": "COc1cccc(C(=O)N2CCC(C(=O)N3CCN(C)CC3)CC2)c1", "elements": ["C", "O", "C", "C", "C", "C", "C", "C", "O", "N", "C", "C", "C", "C", "O", "N", "C", "C", "N", "C", "C", "C", "C", "C", "C", "H", "H", "H", "H", "H", "H", "H", "H", "H", "H", "H", "H", "H", "H", "H", "H", "H", "H", "H", "H", "H", "H", "H", "H", "H", "H", "H"], "coordinates": [[3.7196, 3.1305, 1.7315], [4.5855, 2.9670, 0.6339], [4.6911, 1.7348, 0.0664], [5.5956, 1.6252, -0.9922], [5.7773, 0.4169, -1.6311], [5.0604, -0.7026, -1.2369], [4.1504, -0.5958, -0.1973], [3.4034, -1.8003, 0.2956], [3.9149, -2.6020, 1.0541], [2.1351, -1.9314, -0.1577], [1.4662, -1.0153, -1.0461], [0.3121, -0.3205, -0.3212], [-0.6595, -1.3625, 0.2504], [-1.7015, -0.6139, 1.0749], [-1.4649, -0.2771, 2.2213], [-2.8751, -0.2975, 0.4789], [-3.2403, -0.5810, -0.8961], [-4.7264, -0.3184, -1.1119], [-5.0542, 1.0800, -0.8935], [-6.4837, 1.2745, -0.8010], [-4.3035, 1.6463, 0.2239], [-3.7937, 0.5783, 1.1874], [0.1144, -2.3345, 1.1458], [1.2737, -2.9637, 0.3765], [3.9672, 0.6162, 0.4602], [3.8200, 4.1719, 2.0329], [4.0029, 2.4832, 2.5672], [2.6780, 2.9342, 1.4561], [6.1478, 2.5037, -1.2858], [6.4860, 0.3432, -2.4422], [5.2055, -1.6520, -1.7288], [1.0703, -1.5843, -1.8981], [2.1795, -0.2809, -1.4226], [0.7077, 0.2754, 0.5033], [-0.2042, 0.3493, -1.0116], [-1.1156, -1.9183, -0.5711], [-3.0443, -1.6310, -1.1299], [-2.6631, 0.0455, -1.5878], [-4.9848, -0.5680, -2.1460], [-5.3071, -0.9874, -0.4525], [-6.9474, 0.8920, -1.7097], [-6.9374, 0.7618, 0.0618], [-6.6946, 2.3397, -0.7296], [-3.4426, 2.1905, -0.1838], [-4.9269, 2.3610, 0.7628], [-4.6290, 0.0004, 1.5994], [-3.2457, 1.0248, 2.0191], [0.4947, -1.7882, 2.0099], [-0.5530, -3.1169, 1.5102], [0.8922, -3.5743, -0.4511], [1.8807, -3.5900, 1.0323], [3.2665, 0.6615, 1.2795]], "forces_ev_per_angstrom": [[-0.2, 0.0, 0.2], [0.2, -0.1, -0.3], [0.0, -0.1, -0.1], [-0.1, 0.1, 0.1], [0.0, 0.1, 0.0], [-0.2, -0.2, 0.1], [0.4, 0.1, 0.0], [0.1, 0.0, -0.1], [0.2, 0.0, 0.2], [-0.2, -0.1, -0.1], [-0.1, 0.5, -0.1], [0.0, -0.2, -0.3], [0.1, 0.2, 0.4], [0.1, -0.3, -0.3], [0.2, 0.0, 0.3], [-0.4, 0.1, 0.1], [0.0, -0.2, -0.4], [0.1, 0.0, -0.1], [0.0, -0.1, -0.1], [0.1, 0.0, -0.1], [0.2, 0.0, 0.1], [-0.1, 0.3, 0.2], [0.0, 0.0, -0.2], [0.0, -0.2, 0.4], [-0.1, 0.2, 0.1], [0.0, -0.1, 0.0], [0.0, 0.0, 0.0], [0.0, 0.0, 0.0], [0.1, 0.1, 0.0], [0.1, 0.0, -0.1], [0.0, -0.1, 0.0], [0.1, 0.1, 0.0], [-0.1, -0.1, 0.0], [0.0, 0.1, 0.0], [0.0, 0.1, 0.0], [0.0, 0.0, 0.0], [0.0, 0.1, 0.0], [0.0, -0.1, 0.0], [0.0, -0.1, 0.1], [0.0, 0.0, 0.0], [-0.1, 0.0, 0.0], [0.0, 0.0, 0.0], [-0.1, 0.0, 0.0], [0.0, 0.0, 0.2], [0.0, 0.0, 0.0], [0.0, 0.1, 0.0], [-0.1, -0.1, -0.1], [0.0, 0.0, 0.0], [0.0, 0.0, 0.1], [0.0, 0.0, 0.0], [-0.1, 0.0, -0.1], [-0.1, 0.1, 0.1]]}